Entry 1:
Below is 2 unconnected molecules or ions with the total composition C5H15NO at a distorted geometry, with properties calculated with ωB97M-V with the def2-TZVPD basis set.

Each line ends with the natural charge from an NBO analysis.
Atoms and positions in Å:
C (-0.72069, -1.64773, 0.93881)  -0.616
C (-1.34478, -2.00896, -0.42332)  -0.395
C (-1.84478, -0.79968, -1.19267)  -0.410
C (-0.77600, 0.22793, -1.48820)  -0.221
N (-1.19953, 1.55099, -1.03912)  -0.617
C (-0.24864, 2.59992, -1.32522)  -0.411
H (0.21036, -2.14393, 1.17277)  0.211
H (-1.40710, -1.74085, 1.78023)  0.205
H (-0.46590, -0.58849, 0.98496)  0.192
H (-0.55118, -2.45213, -1.02668)  0.192
H (-2.06456, -2.79284, -0.20645)  0.209
H (-2.33193, -1.16872, -2.08996)  0.213
H (-2.64411, -0.33131, -0.61764)  0.205
H (0.18879, -0.02801, -1.03238)  0.157
H (-0.56463, 0.34713, -2.53968)  0.191
H (-1.41885, 1.53763, -0.04561)  0.347
H (0.00462, 2.55463, -2.39587)  0.188
H (-0.65938, 3.58313, -1.12589)  0.203
H (0.71390, 2.46515, -0.82543)  0.159
O (5.96479, 0.20862, 4.45187)  -0.936
H (5.72644, -0.37612, 3.72586)  0.468
H (5.43319, 1.00364, 4.31963)  0.468

Calculated values
relative energy (zero: lowest compared OMol25 entry of this formula, charge and spin): 103.5 kJ/mol
frontier orbital gap: 0.351 Eh
HOMO level: -8.736 eV
SMILES: CCCCNC.O
electronic energy: -329.46820 Ha
maximum force: 1.5 eV/A



Entry 2:
Below is a molecular structure, C17H37N3O19S4 at a distorted geometry, with properties calculated with ωB97M-V with the def2-TZVPD basis set.

Each line ends with the Mulliken charge.
Atoms and positions in Å:
C (7.31189, 3.71005, 22.20117)  1.377
C (6.27485, 4.17860, 23.21800)  0.698
O (5.95570, 3.50963, 24.21758)  -0.725
N (5.83129, 5.42097, 23.09293)  -0.131
C (4.69766, 5.99781, 23.84496)  -1.027
H (8.30746, 3.41524, 22.63782)  0.185
H (7.47600, 4.49695, 21.42682)  -0.676
H (6.88140, 2.85861, 21.69289)  -0.882
H (6.24261, 5.94305, 22.32423)  0.156
H (4.89866, 7.00456, 24.18494)  0.389
H (4.53584, 5.36009, 24.72173)  0.205
H (3.94166, 6.02644, 23.16435)  0.403
C (8.27380, -0.86438, 21.33441)  -0.326
C (9.45816, -0.37274, 22.14646)  0.829
O (10.55713, -0.26862, 21.68590)  -0.657
N (9.19113, -0.01365, 23.43835)  -0.148
C (10.26738, 0.57434, 24.20961)  -1.084
H (8.11138, -0.32556, 20.41609)  -0.439
H (7.34730, -1.01162, 21.95261)  0.248
H (8.50042, -1.82499, 20.88986)  0.424
H (8.23736, 0.20243, 23.69900)  0.201
H (11.20538, 0.04250, 23.90113)  0.303
H (10.05438, 0.34145, 25.23127)  0.430
H (10.48171, 1.61885, 24.16200)  0.307
C (1.89097, 4.69529, 27.61657)  -1.257
C (2.13599, 4.20315, 26.16748)  0.722
O (3.01968, 3.39215, 25.88174)  -0.572
N (1.25664, 4.72348, 25.29622)  -0.187
C (1.36359, 4.22705, 23.85943)  -0.560
H (0.91712, 5.15442, 27.74143)  0.383
H (2.61184, 5.48131, 27.93183)  0.279
H (2.09484, 3.96164, 28.38669)  0.299
H (0.56473, 5.40138, 25.56995)  0.205
H (2.38747, 4.31668, 23.55988)  0.009
H (0.68582, 4.82008, 23.26069)  0.341
H (0.98194, 3.22301, 23.77340)  0.286
C (11.39913, 0.49745, 18.99938)  -0.261
C (10.24498, 0.47476, 17.87411)  -0.210
O (9.85871, 1.82106, 17.65011)  -0.277
S (9.94066, 2.59326, 19.00543)  0.937
O (8.76633, 2.39720, 19.78658)  -0.097
O (10.41238, 3.94515, 18.78611)  -0.704
O (11.07273, 1.71418, 19.65032)  -0.321
H (12.36016, 0.69704, 18.58783)  0.381
H (11.32190, -0.37470, 19.70890)  0.181
H (9.32967, 0.01440, 18.15942)  0.168
H (10.75013, 0.14245, 16.90887)  0.260
C (7.46099, 4.90079, 18.04344)  1.018
C (8.36319, 5.91025, 18.70703)  -0.427
O (7.74396, 7.13340, 18.56486)  -0.445
S (6.20406, 6.93288, 18.81847)  0.909
O (5.45276, 7.95364, 18.16300)  -0.594
O (5.95816, 6.61211, 20.18875)  -0.465
O (6.10703, 5.54140, 17.93323)  -0.337
H (7.38751, 3.97526, 18.64281)  -0.891
H (7.77750, 4.65258, 17.01899)  0.457
H (9.36208, 6.09368, 18.34674)  0.408
H (8.49185, 5.66671, 19.74354)  0.320
C (5.02269, 2.03674, 18.18486)  -0.517
C (6.01332, 1.23740, 19.09695)  0.796
O (7.02595, 0.76049, 18.19922)  -0.058
S (6.50118, 0.66742, 16.71984)  1.225
O (5.76582, -0.55484, 16.52240)  -0.644
O (7.48827, 1.08713, 15.79910)  -0.575
O (5.52173, 1.86887, 16.81116)  -0.439
H (4.89118, 3.05317, 18.36492)  0.412
H (4.10794, 1.49782, 18.18894)  0.364
H (5.56165, 0.36469, 19.60212)  0.312
H (6.57823, 1.83993, 19.77084)  -0.924
C (3.57524, 0.19021, 24.92851)  -0.422
C (4.79941, 1.10631, 25.16610)  -0.110
O (5.66308, 0.53952, 24.04603)  -0.240
S (4.76020, 0.60045, 22.77165)  1.270
O (5.32234, -0.46863, 22.02084)  -0.724
O (4.54905, 1.85590, 22.15670)  -0.517
O (3.32484, 0.34739, 23.50157)  -0.386
H (2.67525, 0.63027, 25.40605)  0.307
H (3.71407, -0.86382, 25.19185)  0.303
H (5.31098, 1.06892, 26.09984)  0.420
H (4.50865, 2.15110, 24.91613)  0.131

Calculated values
relative energy (zero: lowest compared OMol25 entry of this formula, charge and spin): 0.0 kJ/mol
frontier orbital gap: 0.361 Eh
HOMO level: -9.395 eV
electronic energy: -3856.45657 Ha
maximum force: 3.3 eV/A



Entry 3:
Below is 5 unconnected molecules or ions with the total composition C28H30FN2O9P2 at a distorted geometry, with properties calculated with ωB97M-V with the def2-TZVPD basis set.

Each line ends with the Mulliken charge.
Atoms and positions in Å:
C (-2.34128, -2.22075, 3.63667)  -1.620
C (-1.25239, -2.18593, 2.59191)  0.646
F (-0.01144, -2.40052, 3.21583)  -0.344
C (-1.04271, -0.86790, 1.84622)  -0.848
P (-2.32794, -0.16670, 0.81372)  1.091
N (-2.54226, 1.45512, 1.07506)  -0.455
N (-3.81656, -0.80536, 1.19067)  -0.524
P (-1.84790, -0.59970, -1.33953)  -0.282
C (-1.12773, 0.99784, -1.83666)  -0.469
O (-0.48208, -1.49040, -1.06450)  -0.405
H (-2.45656, -1.26307, 4.14896)  0.362
H (-3.30084, -2.49867, 3.20010)  0.350
H (-2.08723, -2.99449, 4.36042)  0.521
H (-1.36177, -3.01098, 1.87865)  0.171
H (-0.71289, -0.08637, 2.53895)  0.611
H (-0.23864, -0.99636, 1.11377)  0.139
H (-2.09048, 2.03910, 0.38341)  -0.414
H (-2.25306, 1.78797, 1.99082)  0.423
H (-4.56718, -0.27564, 0.75874)  0.329
H (-3.93238, -1.78465, 0.95034)  0.327
H (-1.82853, 1.53006, -2.48456)  0.450
H (-0.24997, 0.75118, -2.43791)  0.316
H (-0.78574, 1.64273, -1.02853)  0.118
H (-0.51510, -2.31629, -1.56525)  0.309
C (2.08283, 4.53506, -4.59189)  -0.374
C (0.86455, 4.01323, -4.48250)  -0.413
C (0.57685, 2.63120, -4.92419)  0.479
O (-0.52671, 2.15238, -4.73731)  -0.598
C (1.68146, 1.84328, -5.51963)  -0.393
C (2.89596, 2.36940, -5.65407)  -0.423
C (3.19572, 3.75616, -5.19631)  0.295
O (4.30840, 4.21838, -5.29861)  -0.527
H (2.32232, 5.53456, -4.25111)  0.494
H (0.03644, 4.53977, -4.03120)  0.582
H (1.44113, 0.83549, -5.83440)  0.449
H (3.72565, 1.82498, -6.08671)  0.430
C (-0.01744, -5.89559, 2.07824)  -0.193
C (0.52429, -6.76842, 1.23365)  -0.430
C (-0.19869, -8.00867, 0.83830)  0.314
O (0.29134, -8.79539, 0.06214)  -0.521
C (-1.54289, -8.23825, 1.43230)  -0.389
C (-2.08279, -7.36419, 2.27734)  -0.424
C (-1.36587, -6.12336, 2.65651)  0.385
O (-1.85939, -5.31143, 3.41381)  -0.492
H (0.48869, -4.99098, 2.39552)  0.492
H (1.50658, -6.63399, 0.79843)  0.437
H (-2.04283, -9.15103, 1.13449)  0.410
H (-3.05811, -7.50716, 2.72485)  0.433
C (3.39455, 1.67711, 0.72462)  -0.559
C (4.57492, 1.52207, 1.31819)  -0.398
C (4.83417, 0.38206, 2.24031)  0.171
O (5.90610, 0.24014, 2.77813)  -0.513
C (3.72005, -0.57913, 2.47130)  -0.472
C (2.54145, -0.41548, 1.87724)  -0.119
C (2.29051, 0.71994, 0.95921)  0.410
O (1.20950, 0.86192, 0.41014)  -0.249
H (3.18315, 2.49632, 0.04908)  0.479
H (5.40103, 2.20477, 1.16536)  0.438
H (3.92916, -1.40166, 3.14305)  0.484
H (1.73011, -1.11831, 2.02156)  0.275
C (0.06502, 5.53137, -0.21078)  -0.615
C (-0.22194, 4.79210, 0.85890)  -0.546
C (-1.36977, 3.84789, 0.85875)  0.890
O (-1.59588, 3.11540, 1.80145)  -0.651
C (-2.22191, 3.79914, -0.35717)  -0.572
C (-1.93335, 4.53065, -1.42773)  -0.047
C (-0.74913, 5.43138, -1.44706)  0.270
O (-0.45136, 6.00332, -2.47159)  -0.576
H (0.91166, 6.20487, -0.24854)  0.477
H (0.37026, 4.81925, 1.76472)  0.503
H (-3.07374, 3.12949, -0.31586)  0.591
H (-2.51934, 4.49977, -2.33823)  0.504

Calculated values
frontier orbital gap: 0.277 Eh
HOMO level: -12.257 eV
electronic energy: -2653.83780 Ha
maximum force: 5.8 eV/A
charge: +1



Entry 4:
Below is a molecular structure, C6H20FeN10O8 at a distorted geometry, with properties calculated with ωB97M-V with the def2-TZVPD basis set.

Each line ends with the Löwdin spin population.
Atoms and positions in Å:
Fe (-0.07590, -0.27104, 0.50631)  3.722
C (0.32332, -2.74295, 1.19257)  0.006
O (0.47386, -3.88372, 1.63242)  0.013
O (1.10478, -1.72355, 1.51823)  0.057
O (-0.60686, -2.35606, 0.36109)  0.057
C (1.54939, 2.46713, 1.24711)  0.006
O (1.03894, 1.50145, 0.69338)  0.030
N (2.14182, 2.42157, 2.45563)  0.001
N (1.61424, 3.67010, 0.60795)  0.001
H (2.30558, 1.53570, 2.90144)  0.000
H (2.80637, 3.17398, 2.53245)  0.000
H (1.61650, 4.53070, 1.12472)  0.000
H (1.54167, 3.68393, -0.39267)  0.000
C (-0.29713, -1.94972, -3.90235)  0.000
O (0.19933, -0.97433, -4.46849)  0.000
N (-0.12797, -3.22838, -4.33264)  0.000
N (-0.98196, -1.81525, -2.73908)  0.000
H (0.54777, -3.40378, -5.05035)  0.000
H (-0.50119, -3.98235, -3.78739)  0.000
H (-0.82896, -0.93152, -2.28248)  0.000
H (-1.19477, -2.60450, -2.15060)  0.000
C (-1.50025, -0.29798, 3.24839)  0.003
O (-1.09882, 0.26936, 2.24247)  0.026
N (-0.94116, -1.40062, 3.79439)  -0.001
N (-2.57994, 0.21056, 3.93202)  0.001
H (-0.27061, -1.87267, 3.19421)  0.000
H (-1.38624, -1.75638, 4.61683)  0.000
H (-3.08325, 0.87502, 3.36935)  0.000
H (-3.09474, -0.26045, 4.65191)  0.000
C (2.21706, -0.57100, -1.42863)  0.004
O (1.00115, -0.44886, -1.28240)  0.028
N (2.75858, -0.47488, -2.67114)  0.002
N (2.97820, -0.96172, -0.39561)  0.001
H (2.16056, -0.57510, -3.47962)  0.000
H (3.75529, -0.43641, -2.77146)  0.000
H (2.54131, -1.43967, 0.40128)  0.000
H (3.98137, -1.01676, -0.38519)  0.000
C (-2.21539, 1.70842, -0.65925)  0.008
O (-1.49973, 0.71379, -0.66434)  0.028
N (-1.73344, 2.92244, -0.29568)  0.002
N (-3.58100, 1.62547, -0.76096)  0.003
H (-0.76450, 3.01582, -0.04485)  0.000
H (-2.32644, 3.71054, -0.11226)  0.000
H (-3.89783, 0.84365, -1.31317)  0.000
H (-4.06899, 2.50003, -0.85352)  0.000

Calculated values
relative energy (zero: lowest compared OMol25 entry of this formula, charge and spin): 0.0 kJ/mol
multiplicity: 5
frontier orbital gap (alpha / beta): 0.236 / 0.240 Eh
HOMO level (alpha / beta): -6.448 / -6.574 eV
electronic energy: -2654.10773 Ha
maximum force: 2.0 eV/A
expectation value of S²: 6.01